Entry 1
The following is a quantum chemistry calculation of a molecular structure, C30H30AsCl5N4O2RuSi2, from OMol25.

Summary:
- LUMO level (spin up / spin down) (eV) = 2.3 / 1.9
- ⟨S²⟩ = 0.7585
- charge = -1
- spin multiplicity = 2

Each line ends with the Mulliken spin population.
Atoms and positions in Å:
Ru1 0.1608 0.2968 0.9557  0.772
O1 0.0570 2.5551 -2.5611  0.035
C1 0.5209 2.0111 -1.5591  0.018
N1 -0.0767 1.8577 -0.3631  -0.043
C2 -1.2061 2.6444 -0.0553  0.012
C3 -1.5630 3.8191 -0.7210  0.010
C4 -2.6439 4.5693 -0.2882  -0.004
C5 -3.3895 4.1616 0.8064  -0.001
C6 -3.0496 3.0039 1.4863  -0.003
C7 -1.9596 2.2457 1.0593  0.018
N2 -1.4940 1.0715 1.6804  -0.056
C8 -2.0858 0.5168 2.7617  0.020
O2 -3.0704 0.9078 3.3819  0.048
C9 -1.4420 -0.7849 3.1579  0.005
C10 -1.9877 -1.5215 4.1968  0.003
C11 -1.4673 -2.7707 4.4733  -0.003
C12 -0.4508 -3.2552 3.6668  0.004
C13 0.0363 -2.4620 2.6450  -0.009
N3 -0.4099 -1.2225 2.4164  0.002
C14 1.9638 1.5780 -1.6099  -0.007
C15 2.7387 2.1160 -2.6355  0.000
C16 4.0765 1.7872 -2.7085  -0.001
C17 4.5922 0.9200 -1.7589  0.002
C18 3.7436 0.4311 -0.7801  0.000
N4 2.4488 0.7465 -0.6905  -0.002
H1 -0.9986 4.1354 -1.5822  -0.002
H2 -2.9007 5.4777 -0.8201  0.001
H3 -4.2386 4.7453 1.1405  0.000
H4 -3.6105 2.6779 2.3452  0.001
H5 -2.8152 -1.0870 4.7384  0.001
H6 -1.8645 -3.3678 5.2844  0.000
H7 -0.0352 -4.2431 3.8097  0.000
H8 0.7935 -2.8295 1.9736  0.001
H9 2.2522 2.7606 -3.3524  0.000
H10 4.7033 2.1887 -3.4952  0.000
H11 5.6338 0.6269 -1.7620  0.000
H12 4.1265 -0.2436 -0.0292  0.000
Cl1 2.7490 -1.3241 1.7381  -0.004
C19 2.4388 0.0268 2.8113  -0.047
C20 1.4428 0.9342 2.4755  0.051
C21 1.3608 2.0226 3.3553  0.017
Cl2 0.2840 3.3235 2.9858  0.000
C22 2.0896 2.0884 4.5388  0.002
Cl3 1.9140 3.4378 5.6021  0.002
C23 2.9548 1.0550 4.8967  -0.001
Cl4 3.8040 1.1080 6.3990  0.000
C24 3.1366 -0.0064 4.0213  -0.003
Cl5 4.2267 -1.2806 4.4216  0.000
C25 1.6767 -1.1611 -3.5255  0.003
Si1 0.8972 -2.3708 -2.3125  -0.012
C26 2.3456 -3.2516 -1.4784  0.001
C27 -0.0164 -3.6592 -3.3493  0.007
As1 -0.5970 -1.7043 -0.6523  0.143
Si2 -2.3705 -0.9798 -2.0123  0.006
C28 -3.4607 0.2170 -1.0657  0.002
C29 -3.4203 -2.5035 -2.4021  0.012
C30 -1.9190 -0.1719 -3.6510  0.001
H13 2.0553 -1.7178 -4.3897  0.000
H14 2.5245 -0.6601 -3.0642  0.000
H15 0.9873 -0.3965 -3.8871  0.000
H16 2.9520 -3.7860 -2.2166  0.000
H17 2.0077 -3.9695 -0.7278  0.000
H18 2.9923 -2.5221 -0.9867  -0.001
H19 0.6801 -4.1591 -4.0299  0.000
H20 -0.7995 -3.1968 -3.9546  0.000
H21 -0.4869 -4.4140 -2.7164  0.001
H22 -3.5550 -0.0602 -0.0143  0.001
H23 -4.4634 0.2350 -1.5041  0.000
H24 -3.0580 1.2316 -1.1037  -0.002
H25 -3.8652 -2.9014 -1.4874  -0.001
H26 -2.8296 -3.3018 -2.8547  -0.001
H27 -4.2294 -2.2423 -3.0922  0.001
H28 -1.3137 0.7250 -3.5022  0.000
H29 -2.8434 0.1248 -4.1588  0.000
H30 -1.3801 -0.8531 -4.3135  0.000

Entry 2
The following is a quantum chemistry calculation of a molecular structure, C30H30AsCl5N4O2RuSi2, from OMol25.

Summary:
- LUMO level (spin up / spin down) (eV) = 2.3 / 2.1
- ⟨S²⟩ = 0.7576
- charge = -1
- spin multiplicity = 2

Each line ends with the Mulliken spin population.
Atoms and positions in Å:
Ru1 0.3574 0.3046 0.8229  0.866
O1 0.4677 2.8584 -2.3999  0.044
C1 0.7106 2.1264 -1.4389  0.019
N1 -0.0140 1.8981 -0.3362  -0.057
C2 -1.2460 2.5256 -0.0717  0.015
C3 -1.7917 3.5887 -0.7834  0.003
C4 -2.9948 4.1519 -0.3771  -0.001
C5 -3.6559 3.6640 0.7417  -0.003
C6 -3.1185 2.6102 1.4692  0.001
C7 -1.9173 2.0331 1.0700  0.009
N2 -1.3095 0.9365 1.7021  -0.040
C8 -1.6987 0.4151 2.8817  0.016
O2 -2.5556 0.8161 3.6683  0.038
C9 -0.9983 -0.8967 3.1393  -0.002
C10 -1.4376 -1.7065 4.1759  0.002
C11 -0.9506 -2.9959 4.2722  -0.002
C12 -0.0753 -3.4432 3.2903  0.003
C13 0.3298 -2.5638 2.3051  -0.010
N3 -0.0719 -1.2917 2.2539  -0.007
C14 2.0292 1.4019 -1.3772  0.006
C15 3.0444 1.8469 -2.2114  0.000
C16 4.3005 1.2848 -2.1126  -0.002
C17 4.4730 0.2606 -1.1965  0.003
C18 3.3992 -0.1486 -0.4287  -0.012
N4 2.1825 0.4069 -0.4816  0.007
H1 -1.2802 3.9588 -1.6573  0.000
H2 -3.4144 4.9759 -0.9406  0.001
H3 -4.5945 4.1017 1.0580  0.000
H4 -3.6227 2.2359 2.3452  0.000
H5 -2.1754 -1.2976 4.8508  0.001
H6 -1.2691 -3.6530 5.0709  0.000
H7 0.2941 -4.4587 3.2779  0.000
H8 0.9912 -2.8858 1.5155  0.001
H9 2.8063 2.6429 -2.9013  0.001
H10 5.1209 1.6315 -2.7273  0.000
H11 5.4238 -0.2379 -1.0707  0.000
H12 3.5326 -0.9523 0.2688  0.001
Cl1 2.9469 -1.3985 2.5810  0.000
C19 2.5472 0.2223 3.1229  -0.052
C20 1.6433 1.0053 2.4254  0.091
C21 1.5542 2.3127 2.9058  -0.013
Cl2 0.6787 3.5384 2.0460  0.002
C22 2.1548 2.7404 4.1091  0.004
Cl3 1.9594 4.3552 4.6881  0.002
C23 2.9134 1.8366 4.8635  -0.003
Cl4 3.5960 2.2909 6.3801  0.000
C24 3.1128 0.5482 4.3455  -0.004
Cl5 4.0699 -0.5706 5.2502  0.000
C25 1.6019 -1.1206 -3.5615  0.000
Si1 0.6920 -2.2836 -2.3788  -0.005
C26 1.9708 -3.3540 -1.4944  -0.002
C27 -0.2356 -3.4619 -3.5279  0.001
As1 -0.7491 -1.4821 -0.7478  0.046
Si2 -2.4976 -0.7018 -2.0688  0.024
C28 -3.6969 0.3461 -1.0789  -0.001
C29 -3.5090 -2.1990 -2.6154  0.006
C30 -2.0125 0.2543 -3.6123  0.000
H13 1.8770 -1.6879 -4.4555  0.000
H14 2.5177 -0.7136 -3.1361  0.000
H15 0.9755 -0.2851 -3.8683  0.001
H16 2.6155 -3.8609 -2.2173  0.000
H17 1.4620 -4.1155 -0.8978  0.000
H18 2.6002 -2.7707 -0.8228  0.000
H19 0.4788 -4.0211 -4.1388  0.000
H20 -0.8947 -2.9178 -4.2060  0.000
H21 -0.8386 -4.1748 -2.9630  0.000
H22 -3.8479 -0.0518 -0.0720  0.001
H23 -4.6632 0.3468 -1.5921  0.000
H24 -3.3641 1.3785 -0.9912  -0.001
H25 -3.9244 -2.6905 -1.7329  -0.001
H26 -2.9155 -2.9349 -3.1568  -0.001
H27 -4.3391 -1.8862 -3.2551  0.001
H28 -1.4118 1.1292 -3.3526  0.002
H29 -2.9061 0.5973 -4.1414  0.000
H30 -1.4331 -0.3640 -4.3000  0.000

Most stable pick: entry 2. Distance to second place: 0.0221 hartree.